# 1
An isolated molecule of C5H10O, computed with the ωB97M-V functional and the def2-TZVPD basis.

Results
Structure (SMILES): OC1CCCC1
Relative energy (zero: lowest compared OMol25 entry of this formula, charge and spin), kcal per mole: 13.9
HOMO, eV: -10.00
Maximum force, Eh/bohr: 0.012
LUMO energy, eV: 1.05

```
! wB97M-V def2-TZVPD RIJCOSX def2/J DEFGRID3
* xyz 0 1
O -1.7800 -0.0773 0.8585
C 0.7377 -0.8652 0.5465
C -1.1063 0.2235 -0.3649
C -0.0496 1.3223 -0.1769
C -0.2268 -0.9730 -0.6938
C 1.2280 0.5685 0.2922
H 0.2312 -0.8673 1.5212
H 1.5127 -1.6290 0.6103
H 1.7099 1.0648 1.1367
H -1.6322 -1.0245 0.9969
H 1.9645 0.5084 -0.5158
H -0.8181 -1.8684 -0.9267
H 0.1268 1.8209 -1.1380
H -0.3967 2.0751 0.5340
H 0.3780 -0.7707 -1.5888
H -1.8790 0.4919 -1.0914
*
```

Mulliken population analysis, charges in e, atoms 1 to 4: number 1, O, carries -0.578; number 2, C, carries -0.506; number 3, C, carries 0.144; number 4, C, carries -0.732



# 2
An isolated molecule of C5H10O, computed with the ωB97M-V functional and the def2-TZVPD basis.

Results
Structure (SMILES): CCC[C@H]1CO1
Relative energy (zero: lowest compared OMol25 entry of this formula, charge and spin), kcal per mole: 47.5
HOMO, eV: -10.10
Maximum force, Eh/bohr: 0.044
LUMO energy, eV: 1.14

```
! wB97M-V def2-TZVPD RIJCOSX def2/J DEFGRID3
* xyz 0 1
O -2.4033 -0.3639 -0.6946
C 1.1464 0.6767 0.1884
C -2.2505 0.0632 0.6437
C -1.0527 -0.3718 -0.1663
C -0.1248 0.6965 -0.7331
C 1.8618 -0.7289 -0.0209
H -0.6990 -1.4208 -0.0441
H -2.4152 1.1256 0.9281
H 0.9070 0.5959 1.2553
H 1.2455 -1.6972 0.1531
H 1.7506 1.6068 0.1403
H 2.1748 -0.8878 -1.0968
H 0.2567 0.4147 -1.7269
H 2.8293 -0.8060 0.4953
H -2.5964 -0.5809 1.3955
H -0.6300 1.6777 -0.7168
*
```

Mulliken population analysis, charges in e, atoms 1 to 4: number 1, O, carries -0.445; number 2, C, carries -0.397; number 3, C, carries -0.523; number 4, C, carries 0.203



# 3
A cluster of 2 separate species, C5H10O in total, computed with the ωB97M-V functional and the def2-TZVPD basis.

Results
Structure (SMILES): C=CCC=C.O
Relative energy (zero: lowest compared OMol25 entry of this formula, charge and spin), kcal per mole: 45.4
HOMO, eV: -9.67
Maximum force, Eh/bohr: 0.037
LUMO energy, eV: 0.91

```
! wB97M-V def2-TZVPD RIJCOSX def2/J DEFGRID3
* xyz 0 1
O 0.2870 0.3803 3.1221
C -0.4705 2.3041 -1.2078
C -0.1085 -1.2193 -0.1844
C 0.4953 -2.4000 -0.1413
C 0.4252 0.0363 -0.8168
C -0.6343 0.9912 -1.2786
H 0.3407 2.7507 -0.6365
H -1.2802 3.0275 -1.2584
H -1.5189 0.5425 -1.6953
H 1.1604 0.4910 -0.1523
H -1.1294 -1.1559 0.1867
H 1.0362 -0.2651 -1.6614
H 0.3552 -0.4086 2.5727
H 0.1026 -3.1987 0.4803
H -0.6288 0.6341 2.9585
H 1.5679 -2.5100 -0.2875
*
```

Mulliken population analysis, charges in e, atoms 1 to 4: number 1, O, carries -0.643; number 2, C, carries -0.797; number 3, C, carries -0.400; number 4, C, carries -0.764



# 4
An isolated molecule of C5H10O, computed with the ωB97M-V functional and the def2-TZVPD basis.

Results
Structure (SMILES): COC1(C)CC1
Relative energy (zero: lowest compared OMol25 entry of this formula, charge and spin), kcal per mole: 50.4
HOMO, eV: -9.01
Maximum force, Eh/bohr: 0.020
LUMO energy, eV: 1.12

```
! wB97M-V def2-TZVPD RIJCOSX def2/J DEFGRID3
* xyz 0 1
O 1.1594 0.7092 0.1098
C -0.9820 1.6753 -0.1370
C -0.1770 0.3723 -0.0884
C 1.9255 -0.3836 0.5286
C -0.7425 -1.0086 0.4720
C -0.6232 -0.7125 -0.9968
H -1.6936 -0.9664 0.9869
H 0.1450 -1.2672 -1.5256
H 1.2762 -0.9693 1.1954
H 2.2147 -1.0189 -0.3222
H -0.2222 -1.9346 0.7558
H -1.9231 1.5869 0.4053
H -0.4080 2.5020 0.2976
H -1.5390 -0.5490 -1.5467
H 2.8133 -0.0026 1.0361
H -1.2236 1.9671 -1.1708
*
```

Mulliken population analysis, charges in e, atoms 1 to 4: number 1, O, carries -0.420; number 2, C, carries -1.378; number 3, C, carries 1.087; number 4, C, carries -0.708



# 5
An isolated molecule of C5H10O, computed with the ωB97M-V functional and the def2-TZVPD basis.

Results
Structure (SMILES): CC[C@H]1O[C@H]1C
Relative energy (zero: lowest compared OMol25 entry of this formula, charge and spin), kcal per mole: 81.9
HOMO, eV: -8.38
Maximum force, Eh/bohr: 0.028
LUMO energy, eV: 1.15

```
! wB97M-V def2-TZVPD RIJCOSX def2/J DEFGRID3
* xyz 0 1
O -0.5755 0.0657 1.6148
C -1.3605 -0.8721 0.9778
C 2.2619 0.7379 -0.7368
C -2.2647 -0.7683 -0.2110
C 0.2066 -0.2938 0.5299
C 0.8931 0.9731 -0.0759
H 2.9942 0.3101 -0.0408
H -1.9972 0.1252 -0.7679
H 2.1753 0.0593 -1.5891
H -1.7470 -1.5677 1.7611
H -2.0338 -1.6332 -0.8558
H 0.8069 -1.1974 0.4841
H -3.3395 -0.8076 -0.0061
H 2.6900 1.6790 -1.1093
H 1.0403 1.6531 0.7868
H 0.2497 1.5366 -0.7618
*
```

Mulliken population analysis, charges in e, atoms 1 to 4: number 1, O, carries -0.366; number 2, C, carries 0.004; number 3, C, carries -1.226; number 4, C, carries -0.999



# 6
A structure of composition C5H10O, computed with the ωB97M-V functional and the def2-TZVPD basis.

Results
Relative energy (zero: lowest compared OMol25 entry of this formula, charge and spin), kcal per mole: 106.9
HOMO (alpha / beta), eV: -8.26 / -8.34
Maximum force, Eh/bohr: 0.005
LUMO energy (alpha / beta), eV: -0.83 / -0.80

```
! wB97M-V def2-TZVPD RIJCOSX def2/J DEFGRID3
* xyz 0 1
O 0.5660 2.3373 -1.2847
C 1.1526 0.1876 0.0051
C -0.3809 -1.1773 1.5800
C 0.4556 1.0547 -1.2324
C -1.0026 0.8655 -0.9074
C 0.2112 -0.9101 0.2205
H -1.2954 1.3660 0.0184
H 0.3540 -1.7956 -0.4036
H 0.7306 0.4712 -2.1461
H -0.8784 -0.3665 -0.4850
H 1.2435 0.8576 0.8651
H -0.6723 -0.2438 2.0725
H 0.3728 -1.6591 2.2169
H -1.7429 0.9815 -1.7042
H -1.2504 -1.8397 1.5302
H 2.1365 -0.1292 -0.3452
*
```

Mulliken population analysis, charges in e, atoms 1 to 4: number 1, O, carries -0.693; number 2, C, carries -0.858; number 3, C, carries -1.211; number 4, C, carries 0.337



# 7
A cluster of 2 separate species, C5H10O in total, computed with the ωB97M-V functional and the def2-TZVPD basis.

Results
Relative energy (zero: lowest compared OMol25 entry of this formula, charge and spin), kcal per mole: 115.7
HOMO, eV: -8.99
Maximum force, Eh/bohr: 0.009
LUMO energy, eV: -0.67

```
! wB97M-V def2-TZVPD RIJCOSX def2/J DEFGRID3
* xyz 0 1
O -2.5378 1.1483 -2.6278
C 0.6292 0.0130 0.7580
C 2.0396 0.4606 0.3625
C -0.5135 0.4592 -0.0740
C 0.5180 -1.5287 0.8634
C -2.9073 0.7990 -1.5333
H -3.1138 1.5171 -0.7174
H -0.4618 -1.8276 1.2432
H -0.1097 1.0105 -0.9541
H 2.7902 0.1375 1.0934
H 2.3165 0.0376 -0.6110
H 2.0964 1.5516 0.2820
H 0.6707 -2.0013 -0.1130
H -3.0877 -0.2621 -1.2760
H 0.3754 0.3872 1.7665
H 1.2955 -1.9019 1.5377
*
```

Mulliken population analysis, charges in e, atoms 1 to 4: number 1, O, carries -0.430; number 2, C, carries 0.778; number 3, C, carries -1.450; number 4, C, carries -0.609



# 8
A structure of composition C5H10O, computed with the ωB97M-V functional and the def2-TZVPD basis.

Results
Relative energy (zero: lowest compared OMol25 entry of this formula, charge and spin), kcal per mole: 154.4
HOMO (alpha / beta), eV: -7.74 / -7.64
Maximum force, Eh/bohr: 0.007
LUMO energy (alpha / beta), eV: -0.18 / -0.28

```
! wB97M-V def2-TZVPD RIJCOSX def2/J DEFGRID3
* xyz 0 1
O 0.9177 -0.0589 -1.3827
C 0.2865 0.9659 -0.4002
C -0.6493 -1.2958 0.5547
C -1.0256 1.4616 -0.4610
C 1.6437 -0.7562 -0.3730
C 0.4638 -0.3036 0.4394
H -1.5618 -0.8309 0.9355
H -0.7186 1.2293 1.4169
H 1.0547 1.7167 -0.2000
H -0.1598 0.7246 1.8004
H -1.8513 0.8001 -0.7045
H 1.7276 -1.8215 -0.5992
H -0.3447 -2.1093 1.2215
H -1.2004 2.5251 -0.5759
H 2.6136 -0.3009 -0.1426
H -0.8649 -1.7297 -0.4318
*
```

Mulliken population analysis, charges in e, atoms 1 to 4: number 1, O, carries -0.325; number 2, C, carries 0.030; number 3, C, carries -1.426; number 4, C, carries -1.091



# 9
A cluster of 2 separate species, C5H10O in total, computed with the ωB97M-V functional and the def2-TZVPD basis.

Results
Relative energy (zero: lowest compared OMol25 entry of this formula, charge and spin), kcal per mole: 107.2
HOMO, eV: -8.49
Maximum force, Eh/bohr: 0.063
LUMO energy, eV: 0.67

```
! wB97M-V def2-TZVPD RIJCOSX def2/J DEFGRID3
* xyz 0 1
O -1.2978 -0.2642 0.6120
C -0.4162 -1.1486 1.3645
C 0.6946 -0.8617 0.4402
C 0.2798 1.6825 0.1384
C -0.1548 0.2591 -0.1981
C -0.5062 0.1083 -1.6742
H -0.6677 -1.0521 2.4060
H 0.7304 -1.6933 -0.2717
H 0.3774 0.2296 -2.3107
H -0.4778 2.4303 -0.1193
H 1.6238 -0.8726 1.0120
H 0.5338 1.7797 1.1970
H 1.1849 1.9184 -0.4425
H -0.9387 -0.8797 -1.8566
H 0.2821 -2.4940 1.6853
H -1.2477 0.8583 -1.9823
*
```

Mulliken population analysis, charges in e, atoms 1 to 4: number 1, O, carries -0.442; number 2, C, carries -0.462; number 3, C, carries -0.795; number 4, C, carries -1.490



# 10
A cluster of 2 separate species, C5H10O in total, computed with the ωB97M-V functional and the def2-TZVPD basis.

Results
Relative energy (zero: lowest compared OMol25 entry of this formula, charge and spin), kcal per mole: 104.5
HOMO (alpha / beta), eV: -7.86 / -7.86
Maximum force, Eh/bohr: 0.062
LUMO energy (alpha / beta), eV: -0.03 / -0.02

```
! wB97M-V def2-TZVPD RIJCOSX def2/J DEFGRID3
* xyz 0 1
O 0.2248 -0.8376 0.9062
C 1.3048 -1.6771 0.9158
C 0.2682 0.8373 -0.2465
C -0.4662 1.8733 0.5276
C -1.5825 -0.2420 -1.2862
C -0.3043 -0.2853 -0.8816
H 1.2546 1.1476 -0.6064
H 0.1455 2.1432 1.3946
H -0.6083 2.7943 -0.0558
H 0.3602 -0.9653 -1.3973
H -1.9529 -0.9588 -2.0034
H -2.2615 0.5070 -0.9041
H 1.1117 -2.7187 1.1741
H 1.8615 -1.7739 -0.0191
H -1.4352 1.5189 0.8827
H 2.0642 -1.3855 1.6307
*
```

Mulliken population analysis, charges in e, atoms 1 to 4: number 1, O, carries -0.482; number 2, C, carries -0.712; number 3, C, carries 0.468; number 4, C, carries -1.303



Which of these has the highest relative energy (zero: lowest compared OMol25 entry of this formula, charge and spin)? number 8